{"formula": "C70H64B2FN3O19S", "method": "wB97M-V/def2-TZVPD", "e_homo_ev": -7.70, "smiles": "CCB(O)c1c(CNC)c2c(c(B(O)OC)c1CCN)Nc1cccc(C[C@@H](C)F)c1S2.O=C1C=CC(=O)C=C1.O=C1C=CC(=O)C=C1.O=C1C=CC(=O)C=C1.O=C1C=CC(=O)C=C1.O=C1C=CC(=O)C=C1.O=C1C=CC(=O)C=C1.O=C1C=CC(=O)C=C1.O=C1C=CC(=O)C=C1", "total_energy_ha": -4846.490378, "largest_force_ha_per_bohr": 0.0945, "relative_energy_ev": 18.431, "lumo_energy_ev": -2.019, "spin_multiplicity": 1, "species": ["C", "C", "B", "O", "C", "C", "C", "N", "C", "C", "C", "C", "B", "O", "O", "C", "C", "C", "C", "N", "N", "C", "C", "C", "C", "C", "C", "C", "C", "F", "C", "S", "H", "H", "H", "H", "H", "H", "H", "H", "H", "H", "H", "H", "H", "H", "H", "H", "H", "H", "H", "H", "H", "H", "H", "H", "H", "H", "H", "H", "H", "H", "H", "H", "O", "C", "C", "C", "C", "O", "C", "C", "H", "H", "H", "H", "O", "C", "C", "C", "C", "O", "C", "C", "H", "H", "H", "H", "O", "C", "C", "C", "C", "O", "C", "C", "H", "H", "H", "H", "O", "C", "C", "C", "C", "O", "C", "C", "H", "H", "H", "H", "O", "C", "C", "C", "C", "O", "C", "C", "H", "H", "H", "H", "O", "C", "C", "C", "C", "O", "C", "C", "H", "H", "H", "H", "O", "C", "C", "C", "C", "O", "C", "C", "H", "H", "H", "H", "O", "C", "C", "C", "C", "O", "C", "C", "H", "H", "H", "H"], "positions_angstrom": [[-2.698, 2.092, -3.781], [-2.926, 0.463, -3.989], [-2.701, -0.404, -2.595], [-2.353, -1.870, -2.603], [-2.830, 0.259, -1.060], [-1.512, 0.237, -0.071], [-0.045, -0.404, -0.428], [1.103, 0.591, -0.385], [0.807, 1.856, -1.158], [-1.699, 0.888, 1.428], [-3.122, 1.568, 1.987], [-4.431, 1.587, 0.999], [-5.826, 2.219, 1.597], [-6.551, 1.418, 2.638], [-6.472, 3.481, 1.185], [-5.496, 4.530, 0.852], [-4.270, 0.925, -0.529], [-5.653, 0.948, -1.442], [-6.578, -0.326, -0.900], [-7.869, 0.099, -0.235], [-3.208, 2.160, 3.386], [-2.724, 1.174, 4.448], [-3.613, 0.774, 5.797], [-3.061, -0.319, 6.925], [-1.575, -0.999, 6.749], [-0.639, -0.634, 5.423], [0.835, -1.288, 5.124], [1.779, -1.467, 6.481], [3.352, -1.575, 5.990], [1.515, -0.243, 7.308], [-1.233, 0.428, 4.314], [-0.288, 0.890, 2.717], [-3.058, 2.482, -2.728], [-3.234, 2.679, -4.657], [-1.547, 2.395, -3.862], [-3.982, 0.189, -4.433], [-2.079, 0.118, -4.755], [-2.130, -2.143, -1.646], [0.186, -1.197, 0.434], [0.009, -1.002, -1.432], [1.904, 0.127, -0.911], [0.170, 1.537, -2.105], [0.245, 2.584, -0.433], [1.863, 2.323, -1.460], [-7.111, 2.041, 3.208], [-5.253, 4.413, -0.310], [-4.516, 4.423, 1.489], [-5.895, 5.627, 0.986], [-5.476, 0.755, -2.582], [-6.233, 1.987, -1.374], [-6.881, -1.069, -1.778], [-5.920, -0.975, -0.149], [-8.076, 1.090, -0.489], [-7.723, -0.023, 0.797], [-2.564, 3.002, 3.427], [-4.673, 1.275, 5.969], [-3.777, -0.565, 7.834], [-1.221, -1.780, 7.570], [0.627, -2.345, 4.611], [1.498, -0.677, 4.361], [1.414, -2.450, 7.005], [3.639, -2.709, 5.874], [3.562, -1.069, 4.944], [4.028, -0.992, 6.770], [4.164, -0.846, -0.891], [4.933, -0.187, -0.206], [4.507, 0.398, 1.081], [5.348, 1.119, 1.828], [6.740, 1.362, 1.400], [7.510, 2.021, 2.085], [7.167, 0.777, 0.113], [6.325, 0.056, -0.634], [3.483, 0.210, 1.382], [5.051, 1.556, 2.774], [8.190, 0.965, -0.188], [6.623, -0.381, -1.580], [9.403, 0.551, -1.752], [10.119, 1.193, -2.508], [11.553, 1.393, -2.220], [12.334, 2.096, -3.046], [11.798, 2.700, -4.282], [12.515, 3.341, -5.038], [10.364, 2.499, -4.570], [9.583, 1.797, -3.744], [11.931, 0.943, -1.310], [13.388, 2.253, -2.849], [9.986, 2.949, -5.479], [8.529, 1.639, -3.940], [2.277, -4.172, 4.900], [1.715, -5.208, 5.230], [2.482, -6.394, 5.659], [1.867, -7.525, 6.016], [0.395, -7.638, 5.999], [-0.167, -8.673, 6.328], [-0.372, -6.451, 5.569], [0.243, -5.320, 5.212], [3.561, -6.296, 5.667], [2.414, -8.405, 6.333], [-1.451, -6.550, 5.561], [-0.304, -4.441, 4.895], [1.360, 3.272, 3.865], [1.325, 3.584, 5.048], [0.985, 2.597, 6.092], [0.945, 2.940, 7.383], [1.240, 4.318, 7.821], [1.205, 4.630, 9.003], [1.581, 5.305, 6.777], [1.621, 4.963, 5.486], [0.771, 1.590, 5.754], [0.696, 2.229, 8.161], [1.794, 6.312, 7.115], [1.870, 5.674, 4.708], [-0.020, 3.668, -3.786], [0.224, 4.262, -4.827], [-0.718, 5.254, -5.383], [-0.452, 5.901, -6.522], [0.796, 5.654, -7.272], [1.039, 6.249, -8.313], [1.738, 4.663, -6.716], [1.472, 4.015, -5.577], [-1.629, 5.424, -4.821], [-1.132, 6.631, -6.944], [2.648, 4.492, -7.278], [2.152, 3.286, -5.155], [-6.377, -3.283, 0.120], [-6.883, -3.653, 1.171], [-7.245, -2.689, 2.229], [-7.794, -3.094, 3.378], [-8.065, -4.522, 3.638], [-8.570, -4.891, 4.689], [-7.703, -5.486, 2.580], [-7.153, -5.080, 1.431], [-7.040, -1.645, 2.023], [-8.065, -2.400, 4.164], [-7.907, -6.529, 2.786], [-6.882, -5.774, 0.645], [-7.090, -4.285, -8.159], [-6.325, -3.408, -7.781], [-6.310, -2.076, -8.417], [-5.472, -1.120, -8.005], [-4.526, -1.354, -6.896], [-3.760, -0.478, -6.518], [-4.541, -2.687, -6.260], [-5.379, -3.643, -6.672], [-7.010, -1.920, -9.229], [-5.447, -0.138, -8.461], [-3.840, -2.843, -5.448], [-5.403, -4.625, -6.216], [6.404, 0.365, -4.008], [6.190, -0.637, -4.677], [7.181, -1.133, -5.653], [6.945, -2.226, -6.385], [5.686, -2.985, -6.249], [5.473, -3.986, -6.918], [4.696, -2.489, -5.273], [4.931, -1.396, -4.541], [8.100, -0.566, -5.740], [7.661, -2.603, -7.106], [3.777, -3.056, -5.186], [4.216, -1.019, -3.820]], "atomic_forces_ev_per_a": [[0.310, 0.210, -0.299], [1.023, 0.092, 0.180], [0.304, -1.601, 0.746], [-0.146, 3.136, 1.755], [-0.280, 1.622, 3.529], [-3.239, 1.580, 1.792], [-0.182, -0.796, 0.887], [0.012, -0.377, -1.288], [0.271, -0.223, -0.118], [-2.956, 0.053, -1.188], [0.265, -1.850, -3.996], [4.275, -1.817, -1.012], [-1.953, -0.174, 1.047], [0.830, 3.169, -1.314], [2.576, -1.450, 1.239], [1.005, 0.538, -1.476], [2.306, 0.817, 1.988], [0.431, -0.907, 0.193], [0.337, -0.704, -0.317], [1.510, 0.072, 0.506], [1.798, -1.690, -0.321], [1.413, -3.122, 3.442], [3.068, -1.370, -0.757], [2.405, 1.231, -3.565], [-1.777, 2.444, -2.563], [-3.155, 1.762, 0.018], [-0.363, -0.289, 0.211], [-0.590, 0.164, -2.058], [0.013, 0.448, 0.578], [0.890, -2.711, -1.369], [-2.695, -0.472, 2.214], [-2.584, -0.774, 0.167], [0.513, -0.816, -2.189], [0.922, -1.147, 1.869], [-2.774, -1.057, 0.296], [2.220, 0.739, 0.834], [-2.156, 0.531, 1.482], [-0.755, 0.675, -2.182], [-0.619, 1.651, -1.764], [-0.769, 1.195, 1.596], [-1.334, 0.549, 1.132], [1.217, 1.320, 1.685], [0.890, -1.246, -1.746], [-2.517, -0.888, 0.519], [1.012, -1.231, -1.453], [-0.202, 0.311, 2.531], [-1.869, 0.197, -1.335], [0.295, -2.416, 0.028], [0.170, 0.488, 2.200], [1.350, -2.241, 0.190], [0.937, 1.733, 1.588], [-1.539, 1.532, -1.733], [0.227, -1.179, 0.718], [-0.482, 0.851, -1.430], [-0.839, -1.363, -0.109], [2.522, -1.179, -0.508], [1.853, 0.523, -2.111], [-0.681, 1.920, -2.042], [0.729, 2.303, 1.264], [-1.835, -0.943, 1.490], [0.862, 2.278, -0.345], [-0.502, 2.451, 0.481], [-0.783, -0.929, 2.112], [-1.374, -1.497, -1.505], [0.210, 0.264, 0.163], [-0.194, -0.231, -0.299], [0.001, 0.199, 0.427], [-0.412, -0.183, -0.048], [0.475, 0.430, 0.415], [-0.473, -0.398, -0.403], [-0.071, -0.132, -0.211], [0.360, 0.098, 0.070], [-0.056, 0.039, -0.063], [0.003, 0.008, -0.015], [-0.229, -0.059, 0.116], [0.018, 0.079, 0.036], [0.598, 0.262, -0.640], [-0.360, -0.331, 0.385], [0.408, 0.161, -0.082], [-0.063, -0.268, 0.413], [0.559, 0.533, -0.636], [-0.488, -0.453, 0.531], [-0.365, -0.200, 0.142], [-0.027, 0.234, -0.391], [-0.042, 0.007, -0.017], [-0.026, 0.016, -0.035], [0.042, 0.008, 0.026], [-0.048, -0.049, 0.063], [-0.336, -0.744, 0.105], [0.304, 0.491, -0.192], [0.016, -0.421, 0.147], [0.423, 0.261, -0.067], [-0.474, -0.885, 0.277], [0.419, 0.770, -0.246], [-0.038, 0.481, -0.155], [-0.353, -0.228, 0.077], [-0.035, 0.026, -0.015], [-0.047, 0.007, -0.003], [0.040, -0.026, 0.011], [-0.013, -0.008, -0.001], [0.142, 0.282, 0.717], [-0.015, -0.264, -0.674], [-0.006, -0.078, 0.355], [-0.053, -0.271, -0.315], [-0.080, 0.076, 0.863], [0.037, -0.131, -0.744], [0.084, 0.148, -0.488], [0.025, 0.371, 0.340], [0.008, 0.091, 0.080], [0.023, -0.004, -0.034], [-0.005, -0.039, 0.024], [-0.004, -0.031, -0.010], [0.472, 0.613, -0.651], [-0.122, -0.334, 0.679], [-0.119, 0.303, -0.313], [-0.284, -0.095, 0.378], [0.181, 0.478, -0.824], [-0.162, -0.412, 0.713], [0.123, -0.330, 0.348], [0.260, 0.071, -0.377], [0.036, -0.044, 0.011], [0.043, -0.015, -0.019], [-0.043, 0.037, -0.006], [-0.036, 0.008, 0.025], [-0.296, -0.415, 0.724], [0.349, 0.294, -0.767], [-0.181, 0.087, 0.412], [0.170, 0.348, -0.295], [-0.386, -0.224, 0.807], [0.338, 0.222, -0.693], [0.192, -0.106, -0.452], [-0.174, -0.359, 0.291], [0.052, -0.037, 0.054], [0.002, -0.039, -0.008], [-0.010, 0.044, 0.028], [0.004, 0.045, -0.004], [0.513, 0.603, 0.242], [-0.587, -0.713, -0.264], [0.175, 0.468, -0.043], [-0.380, -0.153, -0.270], [0.495, 0.573, 0.180], [-0.561, -0.722, -0.707], [-0.129, -0.432, 0.055], [0.334, 0.167, 0.272], [0.013, -0.045, 0.029], [0.025, -0.011, 0.032], [0.008, 0.047, 0.016], [-0.027, 0.021, -0.031], [-0.066, -0.455, -0.386], [0.062, 0.505, 0.364], [0.118, -0.310, -0.315], [0.332, 0.393, 0.119], [-0.248, -0.840, -0.504], [0.183, 0.723, 0.460], [-0.100, 0.321, 0.312], [-0.307, -0.294, -0.088], [-0.018, -0.003, 0.014], [-0.039, -0.019, 0.010], [0.046, 0.002, -0.024], [0.059, 0.000, 0.055]]}